No. 1
Molecular formula: C30H34AsGaIN5O2S
Method: DFT, ωB97M-V/def2-TZVPD

Geometry (Å):
Ga1 0.28152 -0.14268 1.42566
C1 1.13958 -4.38965 2.92628
C2 2.01240 -3.87263 1.82548
N1 2.83981 -4.69285 1.22837
C3 3.65275 -4.24803 0.24802
C4 3.67398 -2.95264 -0.18980
C5 4.61724 -2.53242 -1.29111
O1 5.45888 -1.45097 -0.91023
C6 2.76482 -2.04106 0.41887
C7 2.78955 -0.66527 0.03514
N2 1.91373 0.25184 0.34912
C8 2.20716 1.57882 -0.12728
C9 2.04370 1.87410 -1.47573
C10 2.35211 3.13566 -1.95949
C11 2.83079 4.10847 -1.09359
C12 3.00352 3.82090 0.25228
C13 2.68831 2.55821 0.73690
I1 3.03832 2.15555 2.75398
C14 1.92441 -2.50372 1.44144
O2 1.07830 -1.72488 2.08658
H1 1.33495 -5.44836 3.06941
H2 0.08304 -4.24806 2.68767
H3 1.33657 -3.85979 3.86015
H4 4.31294 -4.98848 -0.18757
H5 4.05824 -2.18390 -2.16258
H6 5.19855 -3.39703 -1.61468
H7 6.19719 -1.78637 -0.39074
H8 3.63809 -0.34391 -0.56576
H9 1.68172 1.10327 -2.14602
H10 2.23199 3.35340 -3.01202
H11 3.08489 5.09200 -1.46465
H12 3.39421 4.57470 0.92238
C15 -0.48286 3.77463 1.12743
As1 -1.03241 1.95898 0.77484
C16 -2.84067 1.95441 1.47663
C17 -1.29046 1.86972 -1.18398
C18 -2.72666 1.99312 -1.59272
C19 -3.52182 0.85777 -1.71903
C20 -4.86571 0.97214 -2.04314
C21 -5.42863 2.22527 -2.24201
C22 -4.63990 3.36151 -2.12709
C23 -3.29524 3.24580 -1.80406
H13 -1.32884 4.42853 0.91885
H14 0.35306 4.03242 0.48122
H15 -0.18881 3.87015 2.17051
H16 -3.44796 2.60148 0.84515
H17 -2.81953 2.35400 2.48795
H18 -3.28101 0.95965 1.45863
H19 -0.86721 0.92366 -1.52279
H20 -0.67877 2.67357 -1.59428
H21 -3.08057 -0.12548 -1.58349
H22 -5.47395 0.08362 -2.15170
H23 -6.47523 2.31562 -2.49861
H24 -5.07013 4.33909 -2.29842
H25 -2.68144 4.13700 -1.72872
N3 -0.85311 1.18804 3.93144
N4 0.04023 0.16053 3.48091
H26 -0.68862 1.37380 4.91693
H27 -1.80334 0.84544 3.84638
H28 -0.06869 -0.73767 3.95470
H29 0.98679 0.47970 3.69570
S1 -3.31902 -2.74100 0.57328
C24 -2.27798 -1.62798 1.30537
N5 -1.22545 -1.27208 0.61442
C25 -1.19770 -1.92268 -0.62255
C26 -0.22590 -1.79151 -1.61647
C27 -0.39106 -2.49881 -2.78575
C28 -1.50139 -3.33439 -2.98203
C29 -2.46383 -3.47737 -2.00808
C30 -2.29607 -2.76100 -0.82255
H30 -2.48183 -1.25399 2.29911
H31 0.63492 -1.15149 -1.47370
H32 0.34818 -2.41244 -3.57045
H33 -1.59880 -3.87891 -3.91088
H34 -3.31583 -4.12711 -2.15347

Atomic forces in eV per Å
0.0 0.1 0.1
0.0 0.0 0.0
0.0 0.0 0.0
0.0 0.0 0.0
0.0 0.0 0.0
0.0 0.0 0.0
0.0 0.0 0.0
0.0 0.0 0.0
0.0 0.0 0.0
0.0 0.0 0.0
0.1 0.0 0.0
0.0 0.0 0.0
0.0 0.0 0.0
0.0 0.0 0.0
0.0 0.0 0.0
0.0 0.0 0.0
0.0 0.0 0.0
0.0 0.0 0.0
0.0 0.0 0.0
0.0 0.0 0.0
0.0 0.0 0.0
0.0 0.0 0.0
0.0 0.0 0.0
0.0 0.0 0.0
0.0 0.0 0.0
0.0 0.0 0.0
0.0 0.0 0.0
0.0 0.0 0.0
0.0 0.0 0.0
0.0 0.0 0.0
0.0 0.0 0.0
0.0 0.0 0.0
0.0 0.0 0.0
-0.1 0.0 -0.1
0.0 0.0 0.0
0.0 0.0 0.0
0.0 0.0 0.0
0.0 0.0 0.0
0.0 0.0 0.0
0.0 0.0 0.0
0.0 0.0 0.0
0.0 0.0 0.0
0.0 0.0 0.0
0.0 0.0 0.0
0.0 0.0 0.0
0.0 0.0 0.0
0.0 0.0 0.0
0.0 0.0 0.0
0.0 0.0 0.0
0.0 0.0 0.0
0.0 0.0 0.0
0.0 0.0 0.0
0.0 0.0 0.0
0.0 0.0 0.0
0.0 0.0 0.0
0.0 0.0 0.0
0.0 0.0 0.0
0.0 0.0 0.0
0.0 0.0 0.0
0.0 0.0 0.0
0.0 0.0 0.0
-0.1 0.0 0.0
0.0 0.0 0.0
0.0 -0.1 -0.1
0.0 0.0 0.0
0.0 0.0 0.0
0.0 0.0 0.0
0.0 0.0 0.0
0.0 0.0 0.0
0.0 -0.1 0.0
0.0 0.0 0.0
0.0 0.0 0.0
0.0 0.0 0.0
0.0 0.0 0.0
0.0 0.0 0.0

The HOMO energy comes out at -0.5001 Eh. For the energy, the calculation gives -6443.85360 Ha. The value obtained for the relative energy (zero: lowest compared OMol25 entry of this formula, charge and spin) is 2.7 kcal/mol. The total charge is +2. The largest force on an atom comes out at 0.14 eV/A. As for the HOMO-LUMO gap: 7.630 eV.

Atomic partial charges in e from the Mulliken method, atoms 1 to 8: Ga -0.60; C -1.13; C 0.92; N -0.63; C -1.07; C 0.76; C -0.92; O -0.52

---

No. 2
Molecular formula: C30H34Br39N2O3
Method: DFT, ωB97M-V/def2-TZVPD

Geometry (Å):
C1 2.76257 0.74313 0.74298
N1 1.93385 -0.12206 -0.21845
C2 2.69169 -0.03992 -1.55413
C3 0.54505 0.46406 -0.37531
O1 0.30178 1.17073 -1.51289
C4 -0.67644 0.30921 0.75403
C5 -1.84891 1.38951 0.26062
C6 -3.31296 0.90609 -0.37146
C7 -4.36058 2.06484 -0.85586
C8 -5.82805 1.85942 -1.54541
C9 -6.62406 0.49039 -1.13293
C10 -6.10794 -1.05299 -1.35197
C11 -7.02324 -2.37853 -0.92892
C12 -8.53889 -2.21516 -0.28609
C13 -9.08817 -0.65664 -0.03442
C14 -8.14563 0.65161 -0.45661
C15 -3.85437 3.64630 -0.66329
C16 -2.36872 4.01696 -0.02479
C17 -1.83206 5.57226 0.12639
O2 -1.90288 6.18086 -1.24367
O3 -3.04452 6.78840 -1.40262
N2 -1.44697 2.87364 0.39935
H1 3.18134 0.08435 1.63102
H2 2.12668 1.63447 1.18016
H3 3.70278 1.22275 0.21369
H4 2.10283 -0.56315 -2.43347
H5 3.73351 -0.61922 -1.49029
H6 2.97905 1.07562 -1.84213
H7 -1.11653 -0.76613 0.58619
H8 -0.30125 0.51437 1.84934
H9 -3.59138 -0.22425 -0.48600
H10 -5.79782 1.96005 -2.71516
H11 -6.50513 2.76513 -1.16542
H12 -5.03526 -1.25067 -1.83494
H13 -6.62017 -3.48882 -1.09476
H14 -9.24555 -3.11607 0.00168
H15 -10.17124 -0.50343 0.44353
H16 -8.63288 1.71387 -0.27581
H17 -4.56714 4.53469 -0.99476
H18 -2.42859 6.21471 0.90447
H19 -0.66512 5.54939 0.37630
H20 -3.48316 6.43097 -2.25242
H21 -0.48506 3.11165 0.78646
C18 -8.97797 2.40586 -4.51319
Br1 -9.32806 4.28924 -4.17462
Br2 -7.80478 2.15147 -6.04391
Br3 -8.30782 1.49791 -2.92870
H22 -9.93756 1.94258 -4.76533
C19 7.41733 0.78579 0.91437
Br4 5.93840 1.58522 1.89313
Br5 6.92761 -0.92835 0.13583
Br6 8.14707 2.00307 -0.41597
H23 8.21341 0.59133 1.64064
C20 8.42282 2.45640 4.72965
Br7 8.43223 3.43745 6.40945
Br8 9.83445 3.05631 3.53313
Br9 8.48390 0.53304 5.01430
H24 7.47042 2.67650 4.23618
C21 9.37025 7.08530 2.82062
Br10 8.19311 5.80555 1.94835
Br11 9.72034 6.60165 4.67204
Br12 11.01604 7.35446 1.81911
H25 8.84407 8.04549 2.83501
C22 -6.57797 6.49837 -6.22806
Br13 -6.92806 8.38174 -5.88949
Br14 -5.40478 6.24398 -7.75879
Br15 -5.90782 5.59041 -4.64357
H26 -7.53756 6.03509 -6.48020
C23 2.21604 -3.26219 1.79080
Br16 3.57255 -3.91829 3.02113
Br17 0.48402 -3.07417 2.65624
Br18 2.76948 -1.61645 0.91368
H27 2.10171 -4.01901 1.00775
C24 -8.82355 8.59165 -2.17463
Br19 -10.44724 7.76757 -2.85934
Br20 -9.19706 9.82662 -0.71876
Br21 -7.49332 7.26351 -1.67400
H28 -8.39501 9.18109 -2.99190
C25 3.44004 -7.99177 0.95701
Br22 4.79655 -8.64787 2.18734
Br23 1.70802 -7.80375 1.82244
Br24 3.99348 -6.34604 0.07988
H29 3.32571 -8.74859 0.17395
C26 4.62882 -12.83064 2.04511
Br25 3.51152 -12.02465 0.67168
Br26 6.52248 -12.63013 1.64750
Br27 4.18737 -12.16638 3.81936
H30 4.41362 -13.90429 2.04297
C27 1.03993 -3.65774 6.53679
Br28 0.51550 -1.87053 7.09816
Br29 2.91220 -4.01760 6.92321
Br30 -0.12845 -5.02269 7.28237
H31 0.92463 -3.69777 5.44861
C28 3.12191 3.25067 4.64186
Br31 4.46773 4.45658 3.92156
Br32 1.50459 3.24232 3.56092
Br33 3.82502 1.45632 4.90650
H32 2.84455 3.63424 5.62927
C29 1.84603 -2.90475 -5.36540
Br34 1.49594 -1.02137 -5.02684
Br35 3.01922 -3.15914 -6.89613
Br36 2.51618 -3.81270 -3.78092
H33 0.88644 -3.36803 -5.61755
C30 6.16828 -12.47154 -2.31284
Br37 4.57412 -13.41459 -2.90747
Br38 7.76079 -13.07939 -3.25021
Br39 5.95289 -10.54165 -2.42792
H34 6.30774 -12.71514 -1.25443

Atomic forces in eV per Å
0.8 3.5 1.3
-2.2 7.6 -4.0
0.9 -0.1 -1.9
0.3 3.5 -5.1
0.7 -4.4 6.7
0.0 0.6 -1.7
-1.7 1.2 -0.9
1.3 4.6 0.4
3.8 1.4 1.4
0.0 0.0 1.0
-2.4 -3.6 1.8
-2.9 0.4 1.4
-1.9 3.1 0.6
2.5 4.3 -1.0
3.6 -0.9 -1.6
0.8 -3.7 0.5
2.7 -2.6 1.2
-2.2 -3.0 -0.6
0.6 -0.9 -0.8
4.7 -3.1 2.6
-5.6 1.9 -1.9
-4.2 -1.0 -1.6
-1.0 3.0 -1.6
1.2 -1.7 -0.9
-2.2 -1.0 0.8
1.1 1.3 2.1
-2.4 1.1 0.4
-1.0 -2.4 0.5
0.9 2.1 0.7
-0.8 -0.5 -2.2
0.8 2.5 0.5
0.5 -0.2 2.4
1.6 -2.0 -0.8
-2.7 0.5 1.1
-0.8 2.9 0.3
1.8 2.0 -0.7
2.8 -0.2 -1.2
1.4 -2.4 -0.3
1.8 -2.1 0.9
1.0 -1.4 -1.6
-2.7 0.0 -0.5
1.2 0.5 1.7
-1.7 -0.5 -0.8
-0.3 0.0 -0.3
0.0 -0.4 0.0
-0.2 0.1 0.3
-1.4 0.4 -2.0
0.4 0.2 0.1
0.3 -0.1 0.0
0.5 -0.1 -0.2
0.0 0.5 0.2
-0.3 -0.3 0.4
-0.4 0.1 -0.2
-0.1 0.2 -0.1
0.0 -0.3 -0.4
-0.3 -0.5 0.4
0.0 0.5 -0.1
0.4 -0.1 0.2
0.0 0.3 0.1
0.1 0.4 0.1
-0.1 0.2 -0.5
-0.4 -0.2 0.3
0.2 -0.5 0.0
-0.2 0.0 -0.2
0.1 -0.5 0.0
-0.3 0.1 0.5
0.1 0.2 -0.4
0.4 0.1 0.2
1.4 -1.0 -0.1
-0.3 -0.1 0.2
0.3 0.2 -0.2
-0.3 -9.6 3.5
-0.1 0.1 0.4
0.0 0.3 -0.1
0.4 0.1 0.2
0.1 -0.4 -0.4
-0.4 0.3 0.0
-0.2 -0.3 0.4
0.0 -0.3 0.0
-0.4 0.3 -0.3
0.4 0.0 -0.2
-0.1 -0.3 0.1
0.1 0.3 0.3
-0.1 -0.2 0.1
0.3 -0.2 0.3
-0.4 0.0 0.1
0.1 -0.2 -0.5
0.1 0.5 0.0
0.1 -0.1 -0.2
0.1 -0.4 -0.1
-0.5 0.1 0.0
0.3 0.4 -0.2
0.1 0.0 0.5
0.4 0.0 0.3
-0.4 -0.4 0.1
0.2 0.0 0.2
-0.3 0.5 -0.1
0.0 -0.2 -0.5
-0.1 -0.2 -0.2
0.1 -0.4 -0.2
-0.3 0.1 0.5
-0.1 0.3 -0.3
0.4 0.2 0.1
0.0 -0.1 0.2
0.4 0.3 0.1
-0.4 0.2 0.2
0.0 -0.4 0.0
-0.1 0.1 -0.5

The HOMO energy comes out at -0.3575 Eh. For the energy, the calculation gives -101883.97900 Ha. The total charge is +1. The largest force on an atom comes out at 10.19 eV/A. As for the HOMO-LUMO gap: 5.374 eV.

Atomic partial charges in e from the Mulliken method, atoms 1 to 8: C -0.35; N 0.22; C -0.13; C 0.00; O -0.60; C -0.27; C 0.18; C -0.67

---

No. 3
Molecular formula: C30H34BrCoO7
Method: DFT, ωB97M-V/def2-TZVPD

Geometry (Å):
C1 -1.34801 -2.31305 -3.37900
C2 -0.89204 -0.89848 -2.95270
C3 -0.80961 -3.28787 -2.31832
C4 0.33932 -2.56487 -1.53504
H1 -0.43000 -4.18547 -2.81875
H2 -1.60036 -3.60307 -1.62162
C5 0.41661 -1.10189 -2.21272
H3 -1.69230 -0.48506 -2.32368
H4 -0.75804 -0.24235 -3.83085
C6 1.06618 0.26200 -1.71488
H5 1.11178 -1.31432 -3.04884
H6 1.30886 -3.03871 -1.78719
C7 0.16140 -2.74617 -0.08064
C8 -2.85620 -2.42525 -3.56565
C9 -0.85957 -2.72489 -4.77235
O1 -0.47926 -3.85525 -5.03567
O2 -3.66463 -1.77671 -2.91171
O3 -3.20264 -3.25511 -4.56294
O4 -0.96120 -1.77492 -5.71927
C10 -0.74876 -2.34433 -7.01811
H7 -0.90379 -1.53524 -7.72317
H8 -1.46886 -3.15189 -7.18170
H9 0.26208 -2.75147 -7.10020
C11 -4.61083 -3.31107 -4.78498
H10 -5.12776 -3.59070 -3.85805
H11 -4.74111 -4.06010 -5.56538
H12 -4.97180 -2.32707 -5.11426
O5 0.48593 1.16842 -0.82246
H13 1.04158 0.85283 -2.64304
H14 2.14178 0.05920 -1.48485
C12 1.35568 -2.74761 0.77656
C13 -1.14492 -2.36777 0.48668
H15 -1.80268 -3.23639 0.61574
H16 -1.67712 -1.67905 -0.18575
H17 -1.05694 -1.89560 1.48717
H18 1.21183 -2.02100 1.60630
H19 2.25851 -2.49516 0.20224
H20 1.54462 -3.72464 1.25152
Co1 0.59926 1.54085 0.85387
C14 3.20706 2.63861 1.60813
C15 3.48846 1.85047 0.44550
C16 2.87581 2.48077 -0.67914
H21 4.09154 0.95165 0.41683
C17 2.13812 3.60553 -0.20694
C18 2.36572 3.73442 1.20298
H22 2.03574 4.56457 1.83206
H23 3.63754 2.49841 2.60560
H24 2.96432 2.12716 -1.71165
H25 1.54143 4.28688 -0.80497
C19 -1.75745 1.95809 2.38747
C20 -1.35224 3.30522 2.12560
C21 -1.13138 3.45121 0.73235
H26 -1.38488 4.13365 2.83819
C22 -1.55918 2.23670 0.09452
C23 -1.87555 1.28490 1.13835
H27 -2.25256 0.27877 0.95786
H28 -2.04334 1.53594 3.35465
H29 -0.76354 4.34339 0.23337
H30 -1.79306 2.08861 -0.95845
Br1 -0.34999 -0.32580 5.19261
C24 0.87814 0.89965 5.97347
C25 1.09029 0.88403 7.36538
C26 1.84134 1.89360 7.98054
C27 2.35024 2.94171 7.20191
C28 2.12681 2.96656 5.83021
C29 1.44400 1.91581 5.17908
C30 1.01357 2.17501 3.73613
O6 0.64776 3.37288 3.60289
O7 1.04481 1.29636 2.77190
H31 0.64200 0.10232 7.97133
H32 2.00561 1.87670 9.05896
H33 2.89901 3.75910 7.67236
H34 2.43691 3.83636 5.24458

Atomic forces in eV per Å
0.0 0.1 -1.1
-1.0 0.0 0.1
0.3 -0.1 0.2
0.3 0.0 -0.6
-0.2 0.2 0.2
0.2 0.2 -0.3
0.4 0.1 -0.4
0.3 0.1 0.0
-0.2 -0.2 0.5
0.2 0.8 0.4
0.1 0.0 0.2
-0.4 0.1 0.0
0.1 0.9 -0.3
-0.7 1.9 1.6
1.0 -1.4 0.3
-0.2 1.2 0.1
0.9 -1.3 -1.1
-0.4 0.0 0.3
0.0 -0.5 0.0
0.0 0.2 -0.1
0.0 0.1 -0.1
0.1 0.1 0.0
-0.2 0.1 0.0
-0.2 0.1 0.0
0.1 0.0 -0.3
-0.1 0.1 0.1
0.0 -0.3 0.1
-0.3 -3.9 -4.1
0.5 -0.4 -0.5
-0.5 -0.1 0.0
0.4 0.2 0.8
-0.7 0.2 0.7
-0.2 -0.1 0.1
0.1 0.0 0.3
0.0 -0.1 -0.6
0.4 -0.3 -0.4
-0.2 0.1 0.3
0.0 0.0 0.0
0.0 1.7 3.1
-0.1 0.8 -0.9
-0.2 1.0 0.1
0.2 0.4 0.6
0.0 0.0 0.0
1.2 -0.2 0.4
0.8 -0.8 -0.5
-0.1 -0.5 -0.2
-0.4 -0.1 -0.4
-0.3 0.2 0.4
0.0 -0.2 0.0
-0.6 1.2 -0.4
-1.3 -0.7 0.0
-1.1 -0.8 0.0
0.5 -0.6 -0.2
-0.6 0.1 1.3
0.1 0.9 -0.7
0.1 0.3 0.1
0.3 0.2 -0.3
-0.2 -0.2 0.1
0.7 0.0 0.3
0.3 -0.1 0.3
0.7 0.9 0.2
0.1 0.2 -0.2
-0.1 -0.2 -0.5
-0.1 -0.2 0.0
0.2 -0.4 0.1
-0.8 -0.4 0.3
-0.5 1.7 -2.5
1.3 -2.0 0.9
0.1 0.5 3.0
0.0 0.1 -0.1
-0.1 0.0 -0.3
-0.1 -0.2 -0.1
-0.1 -0.5 0.0

The HOMO energy (spin up / spin down) comes out at -0.0017 / -0.0024 Eh. Its spin multiplicity is 5. For the energy, the calculation gives -5646.85395 Ha. The value obtained for the relative energy (zero: lowest compared OMol25 entry of this formula, charge and spin) is 0.0 kcal/mol. The total charge is -2. Its expectation value of S² is 6.014. The largest force on an atom comes out at 5.64 eV/A. As for the HOMO-LUMO gap (spin up / spin down): 3.713 / 3.730 eV.

Atomic partial charges in e from the Mulliken method, atoms 1 to 8: C 3.49; C -1.66; C -1.76; C 0.73; H 0.40; H 0.25; C 0.70; H 0.19